(1)
Computed, not measured: a molecular structure, C60H116N6Ni2O10, with wB97M-V/def2-TZVPD.

Last column: Mulliken charge in e.
Geometry (Å):
Ni 2.729 -1.572 4.038  0.540
Ni -1.336 3.936 1.163  0.659
C -0.424 0.156 2.196  0.099
C 0.637 -0.790 2.585  0.370
C 1.774 -1.092 1.633  0.435
O 2.773 -1.687 2.082  -1.011
C 1.685 -0.454 0.201  0.416
C 0.709 0.405 -0.059  -0.377
C -0.442 0.782 0.977  -1.027
O -1.342 1.682 0.827  -0.384
O 0.997 0.999 -1.189  -0.738
O 0.860 -1.317 3.723  -0.979
H -1.210 0.498 2.854  0.815
H 2.552 -0.680 -0.402  1.148
C 5.237 -2.972 3.270  -2.351
C 5.118 -3.469 4.678  1.586
C 5.833 -2.600 5.642  -1.342
C 5.484 -2.776 7.130  -0.805
C 3.999 -2.541 7.216  -1.277
C 3.135 -3.429 6.328  1.126
N 3.672 -3.222 4.957  1.008
O 2.909 -3.819 3.949  0.022
C 3.123 -4.933 6.814  -1.132
C 1.668 -2.882 6.282  -2.617
C 5.625 -4.954 4.699  -1.520
H 6.279 -2.755 3.035  0.498
H 4.861 -2.001 2.949  0.436
H 5.026 -3.726 2.511  0.476
H 6.913 -2.691 5.760  0.437
H 5.744 -1.556 5.344  0.378
H 5.973 -2.169 7.891  0.494
H 5.657 -3.826 7.364  0.328
H 3.976 -1.452 7.172  0.314
H 3.688 -2.826 8.221  0.444
H 4.026 -5.349 7.260  0.354
H 2.465 -4.950 7.682  0.483
H 2.918 -5.551 5.939  0.217
H 1.036 -3.193 5.450  0.559
H 1.174 -3.195 7.202  0.710
H 1.643 -1.813 6.491  0.503
H 5.542 -5.384 5.697  0.284
H 6.482 -5.169 4.060  0.421
H 4.787 -5.443 4.202  0.421
H 2.751 -4.726 4.219  0.381
C -5.268 3.478 4.139  -1.800
C -4.058 2.943 3.381  1.247
C -4.305 1.516 2.719  1.718
C -5.265 1.395 1.507  -0.834
C -5.718 2.763 1.034  -2.078
C -4.700 3.930 1.036  1.421
N -3.702 3.779 2.157  1.589
O -3.046 4.922 2.381  -0.646
C -3.943 3.921 -0.444  -2.181
C -5.538 5.215 1.256  -1.674
C -2.858 2.883 4.270  -1.729
H -5.401 2.859 5.026  0.370
H -6.149 3.454 3.497  0.353
H -5.184 4.529 4.415  0.385
H -3.369 0.971 2.596  -0.978
H -4.745 0.817 3.430  -0.852
H -6.095 0.740 1.774  0.516
H -4.753 0.859 0.707  0.451
H -6.678 3.080 1.443  0.571
H -6.165 2.563 0.060  0.687
H -3.592 2.921 -0.697  -0.176
H -4.749 4.070 -1.162  0.553
H -3.105 4.608 -0.558  0.423
H -6.441 5.342 0.658  0.339
H -5.775 5.472 2.288  0.304
H -4.898 6.044 0.954  0.636
H -1.894 2.505 3.929  0.293
H -3.139 2.145 5.022  0.277
H -2.743 3.879 4.696  0.469
H -3.716 5.579 2.178  0.454
C -2.048 -0.560 6.090  -1.548
C -3.298 -1.486 6.069  1.042
C -4.507 -0.681 6.481  -0.718
C -5.789 -1.468 6.143  -0.865
C -5.865 -1.671 4.568  -0.787
C -4.595 -2.422 4.162  1.200
N -3.314 -2.003 4.710  1.794
O -2.101 -2.664 4.225  -0.397
C -4.717 -3.952 4.495  -1.709
C -4.585 -2.478 2.657  -1.938
C -2.963 -2.589 7.142  -1.608
H -1.170 -1.145 5.820  0.227
H -2.053 -0.084 7.071  0.654
H -2.132 0.260 5.377  -0.096
H -4.385 -0.477 7.545  0.636
H -4.572 0.261 5.937  -0.079
H -6.705 -0.963 6.452  0.518
H -5.870 -2.408 6.689  0.350
H -6.231 -0.857 3.943  0.023
H -6.794 -2.235 4.475  0.481
H -4.745 -3.996 5.584  0.401
H -5.664 -4.381 4.169  0.401
H -3.905 -4.561 4.097  0.385
H -3.982 -3.330 2.344  0.468
H -5.605 -2.643 2.309  0.488
H -4.163 -1.607 2.155  0.219
H -2.566 -2.066 8.011  0.472
H -2.153 -3.211 6.762  0.371
H -3.786 -3.251 7.411  0.321
H -1.802 -1.972 3.630  0.192
C 5.549 -0.611 -2.405  -1.914
C 5.846 0.900 -2.057  1.593
C 7.299 1.339 -2.193  -0.986
C 7.747 1.395 -3.610  -0.809
C 6.864 2.315 -4.536  -1.057
C 5.363 1.961 -4.434  2.245
N 4.968 1.720 -3.011  -0.490
O 3.688 1.329 -2.791  0.218
C 4.520 3.186 -4.855  -2.046
C 5.021 0.827 -5.415  -1.820
C 5.397 1.211 -0.557  -1.823
H 4.508 -0.821 -2.652  0.267
H 6.050 -1.265 -1.691  0.659
H 6.067 -0.813 -3.342  0.299
H 7.404 2.324 -1.738  0.366
H 7.947 0.578 -1.757  0.361
H 7.758 0.352 -3.924  0.342
H 8.815 1.581 -3.498  0.431
H 7.374 2.147 -5.484  0.380
H 7.120 3.338 -4.263  0.384
H 4.704 3.506 -5.880  0.418
H 3.450 2.989 -4.923  0.210
H 4.730 4.060 -4.238  0.463
H 5.520 -0.130 -5.263  0.456
H 3.966 0.553 -5.450  -0.079
H 5.388 0.963 -6.433  0.607
H 4.381 0.883 -0.339  0.266
H 5.537 2.201 -0.123  0.382
H 5.843 0.388 0.001  0.465
H 3.636 0.423 -3.105  0.135
C -2.339 5.386 -6.139  -1.645
C -3.472 4.986 -5.206  1.528
C -4.378 4.125 -6.020  -1.140
C -3.841 2.735 -6.374  -1.012
C -3.411 2.044 -5.123  -1.182
C -2.368 2.823 -4.259  1.464
N -2.882 4.198 -4.057  0.546
O -2.012 4.824 -3.193  -0.409
C -2.493 2.064 -2.864  -2.064
C -1.033 2.602 -5.008  -1.386
C -4.341 6.197 -4.675  -1.883
H -2.570 6.036 -6.983  0.408
H -1.745 4.575 -6.561  0.272
H -1.586 5.974 -5.614  0.418
H -5.348 4.012 -5.537  0.380
H -4.694 4.390 -7.029  0.396
H -3.063 2.788 -7.136  0.341
H -4.563 2.023 -6.773  0.473
H -2.835 1.182 -5.458  0.248
H -4.105 1.405 -4.577  0.569
H -2.032 2.391 -1.932  0.525
H -3.503 2.041 -2.453  0.439
H -2.146 1.039 -2.991  0.414
H -0.505 3.548 -4.888  0.339
H -0.569 1.706 -4.595  0.294
H -1.195 2.503 -6.082  0.268
H -5.199 5.816 -4.122  0.354
H -4.625 6.727 -5.584  0.409
H -3.827 6.880 -3.999  0.375
H -1.242 4.655 -3.741  0.489
C 2.289 -2.533 -3.344  -2.177
C 1.627 -3.471 -4.374  2.297
C 0.143 -3.402 -4.143  -1.849
C -0.683 -2.273 -4.756  -0.222
C -0.347 -2.330 -6.284  -1.312
C 1.259 -2.239 -6.609  1.603
N 2.010 -3.095 -5.670  0.444
O 3.437 -3.040 -5.877  -0.432
C 1.470 -2.811 -8.057  -1.872
C 1.659 -0.774 -6.421  -1.596
C 1.921 -4.980 -4.127  -2.221
H 1.766 -1.616 -3.075  0.303
H 3.299 -2.212 -3.597  0.527
H 2.479 -3.043 -2.399  0.494
H -0.347 -4.344 -4.389  0.453
H 0.153 -3.173 -3.077  0.420
H -0.545 -1.288 -4.309  -0.055
H -1.703 -2.637 -4.631  0.509
H -1.071 -1.770 -6.876  0.479
H -0.576 -3.347 -6.605  0.427
H 0.978 -2.191 -8.807  0.370
H 2.528 -2.957 -8.276  0.417
H 1.118 -3.837 -8.159  0.412
H 2.702 -0.562 -6.658  0.504
H 0.900 -0.115 -6.840  0.338
H 1.698 -0.521 -5.361  0.098
H 3.005 -5.098 -4.135  0.481
H 1.612 -5.728 -4.857  0.430
H 1.481 -5.336 -3.196  0.413
H 3.555 -3.822 -6.422  0.363

Computed properties:
Molar mass   1199.01 g mol⁻¹
Kohn-Sham gap (alpha / beta)   5.30 / 2.35 eV
E_tot   -175569.1668 eV
Spin multiplicity   5
Energy relative to the best compared isomer or geometry (same formula, charge and spin)   139.3 kcal per mole
Net charge   +2
HOMO (alpha / beta)   -0.3853 / -0.3853 Ha
Lowest unoccupied orbital energy (alpha / beta)   -5.2 / -8.1 eV

(2)
Computed, not measured: 2 unconnected molecules or ions with the total composition C11H18, with wB97M-V/def2-TZVPD.

Last column: Mulliken charge in e.
Geometry (Å):
C 3.640 -2.349 0.542  -1.219
C 2.574 -1.299 -0.005  -0.224
C 2.963 0.319 -0.155  -0.665
C 1.855 1.318 -0.222  0.064
C 2.438 2.633 -0.445  -1.143
C -4.616 -0.852 -0.828  -0.272
C -5.194 0.113 -0.036  -0.368
C -4.435 0.832 0.836  -0.389
C -3.108 0.516 0.919  -0.389
C -2.520 -0.528 0.204  -0.191
C -3.293 -1.249 -0.736  -0.616
H 4.481 -2.394 -0.182  0.301
H 4.079 -2.298 1.496  0.383
H 3.160 -3.361 0.588  0.317
H 1.701 -1.314 0.610  0.233
H 2.281 -1.750 -1.161  0.217
H 3.304 0.613 0.879  0.224
H 4.039 0.329 -0.662  0.274
H 1.230 1.376 0.704  0.188
H 1.190 0.987 -1.134  0.222
H 3.244 2.860 -1.201  0.316
H 1.532 3.397 -0.816  0.270
H 2.651 3.167 0.649  0.244
H -5.208 -1.258 -1.622  0.335
H -6.262 0.360 -0.096  0.315
H -4.949 1.547 1.478  0.343
H -2.401 1.027 1.489  0.385
H -1.489 -0.806 0.330  0.439
H -2.887 -1.936 -1.423  0.406

Computed properties:
Molar mass   150.27 g mol⁻¹
Kohn-Sham gap   10.27 eV
E_tot   -11695.9844 eV
Energy relative to the best compared isomer or geometry (same formula, charge and spin)   76.0 kcal per mole
SMILES   c1ccccc1.CCCCC
HOMO   -0.3431 Ha
Lowest unoccupied orbital energy   0.9 eV

(3)
Computed, not measured: 2 unconnected molecules or ions with the total composition C5H10NO2, with wB97M-V/def2-TZVPD.

Last column: Mulliken charge in e.
Geometry (Å):
C 1.302 1.259 0.065  -0.386
C -0.489 -0.179 -0.431  0.111
C -1.305 0.249 0.510  0.770
C -1.022 1.503 1.304  -1.159
C 0.836 -1.929 -1.598  -0.790
N -0.249 -0.927 -1.484  -0.179
O -2.315 -0.435 1.053  -0.444
O 1.794 0.383 0.813  -0.250
H 1.951 2.144 -0.008  0.292
H -0.492 1.032 2.170  0.325
H -0.199 2.121 0.831  0.294
H -1.876 1.993 1.704  0.437
H 0.243 -2.802 -1.598  0.375
H 1.482 -1.753 -2.338  0.343
H 1.213 -1.877 -0.555  0.263
H -2.705 -0.936 0.405  0.312
H -0.591 -0.528 -2.374  0.321
H 2.423 0.681 1.530  0.364

Computed properties:
Molar mass   116.14 g mol⁻¹
Kohn-Sham gap   9.21 eV
E_tot   -10919.5463 eV
Energy relative to the best compared isomer or geometry (same formula, charge and spin)   150.0 kcal per mole
Net charge   +1
HOMO   -0.4858 Ha
Lowest unoccupied orbital energy   -4.0 eV

(4)
Computed, not measured: 4 unconnected molecules or ions with the total composition C4H19N2O3, with wB97M-V/def2-TZVPD.

Last column: Mulliken charge in e.
Geometry (Å):
C -1.067 -2.358 1.466  -0.519
N -1.814 -1.259 1.940  -0.178
C 0.105 -1.818 0.563  0.186
N -0.128 -0.390 0.093  -0.188
C -0.300 -0.309 -1.402  -0.567
C 1.291 -1.931 1.547  -1.721
H -1.649 -3.125 0.832  0.425
H -0.737 -3.035 2.344  0.413
H -2.820 -1.417 2.120  0.333
H -1.502 -0.646 2.673  0.343
H 0.426 -2.374 -0.314  0.403
H 0.568 0.232 0.449  0.396
H -0.878 0.009 0.704  0.458
H 0.574 0.341 -1.644  0.137
H -1.229 0.164 -1.595  0.329
H -0.263 -1.324 -1.817  0.423
H 1.476 -3.015 1.829  0.437
H 1.426 -1.196 2.378  0.400
H 2.239 -1.728 1.079  0.479
H 2.738 1.501 -2.359  0.299
H 3.331 1.752 -0.921  0.293
O 2.530 1.559 -1.438  -0.586
H 0.538 2.949 -2.735  0.296
H -0.895 3.300 -1.953  0.310
O 0.024 3.054 -1.955  -0.594
H -0.165 2.282 -0.362  0.412
H -1.553 2.709 0.127  0.311
O -1.077 1.929 -0.090  -0.729

Computed properties:
Molar mass   143.21 g mol⁻¹
Kohn-Sham gap (alpha / beta)   10.49 / 4.47 eV
E_tot   -13558.2702 eV
Spin multiplicity   2
Energy relative to the best compared isomer or geometry (same formula, charge and spin)   54.4 kcal per mole
Net charge   +2
HOMO (alpha / beta)   -0.6415 / -0.6414 Ha
Lowest unoccupied orbital energy (alpha / beta)   -7.0 / -13.0 eV